# 1
Molecular formula: C28H77O8PSi6
Method: DFT, ωB97M-V/def2-TZVPD

Each line ends with the Löwdin charge.
Cartesian coordinates (Å):
H1 7.497 1.733 2.877  0.04
H2 -2.945 -3.117 0.901  0.02
C1 -8.665 -1.839 0.099  -0.16
H3 2.313 -3.002 -4.318  0.08
Si1 -4.874 -1.559 0.876  0.35
C2 -0.472 -5.567 1.923  -0.24
H4 -4.446 -1.767 3.311  0.04
C3 1.420 -1.225 -1.496  -0.17
O1 -6.026 -2.735 0.835  -0.27
H5 -1.433 -0.688 -3.310  0.02
H6 0.555 -1.638 -0.974  0.12
O2 0.994 0.169 1.630  -0.22
C4 -0.928 4.876 -5.967  -0.16
H7 -8.515 -0.790 0.359  0.03
C5 6.717 2.159 2.242  -0.16
C6 -3.270 -2.289 0.267  -0.16
C7 0.568 -6.073 2.905  -0.18
C8 1.977 -2.139 -3.742  -0.07
C9 -0.200 2.285 -3.401  -0.15
H8 -7.864 -4.983 -0.262  0.03
C10 -7.964 -2.613 2.967  -0.16
Si2 -2.424 3.779 -6.197  0.34
H9 -2.939 4.508 -8.485  0.03
H10 -8.422 -1.961 -0.959  0.04
Si3 -7.623 -2.968 1.164  0.34
H11 3.631 3.059 1.528  0.03
H12 7.855 6.934 5.991  0.03
C11 -8.044 -4.743 0.787  -0.17
O3 -2.147 2.302 -5.524  -0.27
H13 0.613 -7.158 2.781  0.12
H14 -4.780 3.916 -5.432  0.04
C12 4.510 1.693 4.292  -0.15
C13 1.966 -5.498 2.661  -0.19
H15 -4.545 0.578 -0.301  0.02
H16 -0.960 -6.621 -1.142  0.09
H17 5.910 6.564 2.261  0.02
H18 6.289 1.350 1.645  0.02
H19 -2.128 -6.598 0.200  0.09
O4 -0.166 -6.093 0.644  -0.19
O5 2.210 -0.454 -0.573  -0.19
H20 5.023 6.948 3.738  0.04
C14 -2.748 3.540 -8.016  -0.16
C15 -3.172 1.938 -2.842  -0.16
H21 -3.720 4.821 -4.348  0.03
C16 2.646 -3.230 1.626  -0.19
H22 4.051 0.951 3.637  0.01
H23 -9.725 -2.067 0.230  0.03
H24 0.085 1.758 -2.487  0.02
H25 -0.845 -0.509 -4.972  0.03
H26 5.203 1.180 4.963  0.03
H27 2.273 -5.791 1.654  0.10
H28 -3.257 2.997 -2.592  0.03
H29 -2.970 1.390 -1.919  0.02
H30 -1.557 -5.068 -0.515  0.08
C17 -1.651 -0.241 -4.284  -0.16
H31 3.609 -2.781 1.860  0.11
H32 -2.575 -0.684 -4.659  0.04
H33 -8.997 -2.869 3.214  0.03
H34 3.406 4.364 2.694  0.04
C18 -5.368 -0.136 -0.231  -0.16
H35 -7.457 -5.432 1.398  0.03
H36 2.775 -3.909 0.782  0.11
H37 -1.893 3.084 -8.518  0.03
H38 2.519 -1.253 -4.083  0.09
H39 2.608 -3.716 3.729  0.12
C19 -4.646 -0.942 2.624  -0.16
H40 -3.361 -2.661 -0.756  0.03
H41 0.914 -1.976 -3.929  0.06
O6 1.729 -2.206 1.194  -0.19
H42 1.802 -3.294 -1.938  0.13
H43 4.199 -3.082 -2.528  0.08
H44 6.326 6.222 6.516  0.03
O7 3.496 -0.387 1.520  -0.10
H45 -2.489 -1.525 0.287  0.03
H46 -9.101 -4.922 0.998  0.03
H47 -7.816 -1.557 3.203  0.03
H48 -3.802 -0.251 2.674  0.04
H49 1.054 -3.549 2.964  0.11
C20 6.021 6.807 3.319  -0.16
C21 -1.262 -6.089 -0.241  -0.11
H50 7.806 5.260 6.556  0.03
H51 3.913 -2.539 -0.885  0.06
H52 4.148 -1.350 -2.177  0.09
H53 -4.138 1.604 -3.228  0.04
H54 3.720 2.139 4.900  0.04
H55 9.113 4.315 3.844  0.04
H56 -3.618 2.904 -8.187  0.03
C22 7.260 6.018 5.990  -0.16
H57 -0.282 3.346 -3.157  0.03
H58 4.152 -0.435 0.811  0.09
H59 1.045 -0.522 -2.241  0.10
C23 8.586 5.154 3.386  -0.16
H60 -5.601 -0.483 -1.240  0.04
H61 -1.060 5.814 -6.510  0.03
H62 8.450 4.928 2.326  0.02
H63 -6.241 0.394 0.155  0.03
H64 0.611 2.171 -4.125  0.04
H65 7.190 2.865 1.556  0.02
H66 4.646 4.505 1.443  0.03
H67 -0.024 4.393 -6.343  0.04
C24 4.155 3.808 2.127  -0.15
C25 -3.911 4.576 -5.395  -0.16
Si4 6.951 5.470 4.237  0.34
Si5 5.379 2.977 3.267  0.34
C26 2.206 -2.322 -2.237  -0.39
H68 -4.169 5.504 -5.912  0.03
H69 -5.533 -0.414 2.983  0.03
C27 3.702 -2.316 -1.931  -0.07
H70 -1.478 -5.876 2.236  0.12
H71 -0.473 -4.470 1.867  0.12
H72 2.666 -5.979 3.348  0.11
H73 9.228 6.036 3.458  0.03
P1 2.011 -0.658 1.001  0.35
H74 -7.307 -3.197 3.615  0.04
O8 6.061 4.087 4.277  -0.27
C28 2.050 -3.970 2.826  -0.15
H75 0.239 -5.881 3.931  0.12
Si6 -1.808 1.607 -4.073  0.35
H76 6.555 7.757 3.390  0.03
H77 -0.766 5.120 -4.915  0.03

Calculated values
Net charge: 0
SMILES string: COCCCCCO[P@@](=O)(O)OCC(C)C.C[Si](C)(C)O[Si](C)(C)C.C[Si](C)(C)O[Si](C)(C)C.C[Si](C)(C)O[Si](C)(C)C
Frontier orbital gap: 0.3795 Eh
Lowest unoccupied orbital energy: 0.0164 Eh

# 2
Molecular formula: C5H12
Method: DFT, ωB97M-V/def2-TZVPD

Each line ends with the natural charge from an NBO analysis.
Cartesian coordinates (Å):
H1 -0.321 -1.982 -0.164  0.20
C1 1.196 -0.801 -1.022  -0.60
H2 -1.620 2.266 -0.720  0.20
H3 1.244 -2.122 0.577  0.20
C2 -1.095 0.547 0.353  -0.41
H4 -1.930 0.649 0.932  0.20
H5 -0.433 -0.492 2.048  0.21
C3 -0.692 1.790 -0.306  -0.60
H6 0.821 0.390 1.407  0.20
H7 -0.139 2.645 0.237  0.20
H8 1.834 -1.575 -1.627  0.20
C4 0.504 -1.397 0.157  -0.41
H9 1.964 -0.140 -0.725  0.21
C5 0.018 -0.277 1.031  -0.40
H10 0.453 -0.387 -1.734  0.20
H11 -1.446 -0.018 -0.396  0.19
H12 -0.007 1.598 -1.108  0.20

Calculated values
Net charge: 0
SMILES string: CCCCC
Energy above the lowest of the compared OMol25 structures with the same formula, charge and spin: 135.1 kJ/mol
Frontier orbital gap: 0.4386 Eh
Lowest unoccupied orbital energy: 0.0456 Eh

# 3
Molecular formula: C4H12NO
Method: DFT, ωB97M-V/def2-TZVPD

Each line ends with the natural charge from an NBO analysis.
Cartesian coordinates (Å):
H1 -1.169 0.973 3.172  0.09
N1 0.023 -1.155 -0.340  -0.69
H2 0.916 -1.103 -2.237  0.15
O1 -0.119 0.828 1.399  -0.99
H3 2.532 -0.743 -0.373  0.19
H4 -1.374 -2.117 -1.570  0.15
H5 -1.882 -0.482 -1.064  0.15
C1 0.724 -0.426 -1.391  -0.21
H6 -0.056 -0.441 0.472  0.45
C2 2.049 0.122 -0.840  -0.63
H7 -0.326 2.465 2.686  0.09
C3 -1.351 -1.397 -0.741  -0.41
H8 0.095 0.420 -1.724  0.15
C4 -0.843 1.570 2.286  -0.19
H9 -1.811 1.937 1.864  0.08
H10 2.664 0.493 -1.661  0.17
H11 -1.925 -1.776 0.106  0.19
H12 1.851 0.832 -0.041  0.25

Calculated values
Net charge: -1
Energy above the lowest of the compared OMol25 structures with the same formula, charge and spin: 60.6 kJ/mol
Frontier orbital gap: 0.2666 Eh
Lowest unoccupied orbital energy: 0.1620 Eh

# 4
Molecular formula: C35H45BrN4P2Zn
Method: DFT, ωB97M-V/def2-TZVPD

Each line ends with the Löwdin charge.
Cartesian coordinates (Å):
H1 4.075 -2.280 -1.856  0.16
C1 0.472 -0.028 -3.775  0.06
H2 2.845 3.023 1.146  0.07
H3 -1.408 -0.945 3.482  0.11
C2 -2.703 -2.585 2.808  0.02
H4 4.629 2.973 2.918  0.08
H5 -1.364 4.271 -0.353  0.06
H6 0.196 -3.268 -0.479  0.10
C3 -4.614 -6.884 0.652  -0.21
C4 -1.978 2.238 -5.008  0.00
C5 0.186 -1.629 -1.997  0.01
H7 -0.947 4.126 1.721  0.07
H8 3.472 0.805 -0.706  0.07
H9 5.835 1.568 -0.663  0.09
H10 -0.129 4.565 -1.569  0.08
H11 -1.634 0.906 -1.669  0.06
C6 -4.316 -4.989 2.137  0.02
H12 -1.520 -3.040 -0.113  0.10
H13 -3.649 1.632 0.569  0.07
C7 -1.603 -2.823 0.931  -0.16
C8 3.564 2.958 3.205  -0.13
C9 2.683 2.432 2.066  -0.40
C10 -1.623 -1.732 2.801  -0.06
C11 -0.478 4.576 -4.858  -0.12
C12 -3.260 1.650 -0.456  -0.14
H14 -5.683 -6.608 2.537  0.14
H15 -0.385 1.844 2.702  0.05
H16 -1.999 1.269 2.269  0.07
C13 4.100 0.655 0.193  -0.42
P1 -0.500 1.255 0.392  0.92
C14 -0.037 0.974 -4.272  0.05
C15 -1.989 0.844 -0.635  -0.42
H17 3.451 2.357 4.119  0.07
H18 -1.419 3.415 -1.902  0.06
H19 1.206 3.353 -4.220  0.12
H20 -2.202 -0.206 -0.423  0.04
P2 2.942 0.660 1.620  0.91
Zn1 1.035 -1.521 1.004  0.37
H21 5.675 -0.579 2.136  0.07
C16 -5.303 -8.112 0.334  -0.15
H22 5.594 -0.813 3.882  0.09
C17 -3.634 -6.373 -0.214  0.00
C18 5.283 -0.158 3.064  -0.14
N1 -5.850 -9.114 0.042  0.19
C19 -1.195 1.959 1.960  -0.42
C20 0.739 -2.513 -1.023  -0.17
C21 -4.940 -6.202 1.834  0.01
H23 -3.495 -2.729 3.522  0.13
C22 -0.606 2.197 -4.672  -0.25
H24 -3.403 -6.914 -1.135  0.14
H25 -2.616 1.341 -4.970  0.13
C23 2.090 -2.329 -0.882  -0.22
N2 -0.850 -1.986 1.647  -0.02
C24 -1.707 3.394 2.007  -0.14
Br1 2.918 -2.740 1.459  0.66
C25 2.975 -2.089 -1.875  -0.03
C26 0.159 2.693 -0.579  -0.40
H26 2.968 -1.277 -3.931  0.15
H27 4.492 -0.372 0.105  0.05
H28 -2.133 -4.867 -0.539  0.11
H29 0.078 5.513 -4.804  0.12
H30 -4.564 -4.423 3.048  0.12
C27 1.026 -1.089 -2.987  -0.20
H31 4.825 2.705 0.267  0.07
H32 5.884 1.534 1.105  0.06
H33 -3.152 2.698 -0.758  0.06
C28 -0.755 3.785 -1.117  -0.13
C29 -3.335 -4.500 1.260  -0.17
H34 -4.036 1.213 -1.103  0.08
H35 3.253 3.991 3.421  0.09
H36 0.663 2.207 -1.434  0.06
H37 0.944 3.143 0.048  0.05
H38 -2.006 3.624 3.036  0.09
H39 5.736 0.819 3.243  0.07
N3 -1.769 4.606 -5.183  0.08
H40 1.612 2.528 2.340  0.05
H41 -0.881 -1.420 -1.979  0.12
H42 -2.592 3.546 1.381  0.06
C30 5.226 1.686 0.241  -0.13
H43 3.374 0.403 3.985  0.08
C31 0.170 3.372 -4.575  -0.01
C32 2.376 -1.509 -3.034  0.06
C33 3.771 -0.093 3.084  -0.46
C34 -2.510 3.500 -5.276  -0.11
H44 -3.559 3.603 -5.553  0.12
C35 -2.957 -5.202 0.102  0.00
N4 -2.629 -3.330 1.626  0.01
H45 3.390 -1.134 3.124  -0.04

Calculated values
Net charge: +2
Frontier orbital gap (spin up / spin down): 0.1809 / 0.1809 Eh
Lowest unoccupied orbital energy (spin up / spin down): -0.3030 / -0.3030 Eh

# 5
Molecular formula: C29H75F9LiN12O25S3
Method: DFT, ωB97M-V/def2-TZVPD

Each line ends with the Löwdin spin population.
Cartesian coordinates (Å):
H1 23.935 3.793 19.930  0.00
H2 21.493 0.291 28.515  0.00
H3 22.948 1.088 23.225  0.00
F1 18.303 -2.835 24.559  0.00
H4 24.160 1.825 21.261  0.00
H5 16.233 0.618 20.317  0.00
C1 22.785 -1.993 25.885  0.00
H6 17.529 2.165 25.208  0.00
C2 22.171 -5.253 16.807  0.05
H7 24.260 2.281 24.691  0.00
H8 14.848 -6.059 20.196  0.00
H9 17.212 3.986 21.971  0.00
C3 24.530 2.267 23.635  0.00
H10 17.831 3.407 17.876  0.00
H11 21.273 -2.869 26.928  0.00
N1 16.822 -3.949 21.228  0.00
O1 24.372 1.786 20.326  0.00
H12 23.554 -3.050 23.937  0.00
H13 16.103 -0.143 27.631  0.00
H14 26.603 2.746 24.147  0.00
H15 23.151 -4.822 14.824  0.00
C4 16.063 1.888 26.564  0.00
C5 17.179 -2.486 25.305  0.00
F2 16.190 -3.250 25.047  0.00
F3 20.665 -2.250 22.985  0.00
N2 19.969 -4.970 24.375  0.00
H16 17.823 -3.864 21.329  0.00
H17 19.987 -4.296 15.229  0.00
C6 16.377 -5.115 20.806  0.00
H18 24.228 3.281 23.373  0.00
H19 18.470 -5.854 21.857  0.00
C7 22.143 2.577 19.891  0.00
H20 22.737 -4.413 19.621  0.01
C8 17.768 4.274 22.864  0.00
H21 21.314 -6.520 15.341  0.00
H22 16.409 2.822 18.666  0.00
H23 20.035 -5.052 22.017  0.00
N3 23.215 -0.874 25.410  0.00
H24 20.341 -2.398 16.626  0.00
H25 17.840 2.499 23.350  0.00
S1 17.672 -2.689 27.120  0.00
H26 21.685 3.395 19.334  0.00
S2 19.226 -1.751 28.924  0.00
O2 23.440 -3.034 25.604  0.00
H27 19.920 -4.952 25.384  0.00
H28 23.762 2.458 18.670  0.00
O3 19.886 4.306 23.933  0.00
C9 20.403 -3.960 18.222  0.05
O4 18.406 -4.011 27.156  0.00
C10 18.337 1.692 18.962  0.00
O5 22.765 -3.985 18.762  0.13
N4 15.111 -5.243 20.730  0.00
O6 19.365 -0.207 24.722  0.00
O7 20.539 -1.079 28.958  0.00
C11 15.801 0.307 22.166  0.00
C12 19.066 -5.594 23.710  0.00
H29 22.562 -0.116 25.266  0.00
F4 16.826 -1.137 30.057  0.00
C13 19.725 -5.085 15.934  0.00
C14 20.109 -1.223 22.296  0.00
N5 21.692 -2.048 26.517  0.00
H30 23.234 -6.274 23.607  0.00
H31 26.371 1.242 23.235  0.00
H32 14.482 -4.453 20.767  0.00
H33 15.306 2.175 25.834  0.00
O8 20.486 1.552 26.674  0.00
H34 20.902 -3.300 20.099  0.00
O9 23.847 1.258 22.935  0.00
H35 19.104 1.562 18.198  0.00
N6 23.417 -5.285 23.702  0.00
C15 15.444 0.600 27.182  0.00
C16 14.632 -0.191 23.070  0.00
H36 25.716 2.644 21.491  0.00
H37 18.470 -3.896 17.244  0.00
O10 13.368 0.325 22.729  0.00
N7 22.461 2.536 26.723  0.00
C17 17.296 2.491 18.127  0.00
O11 18.167 -6.293 24.192  0.00
C18 26.027 2.269 23.354  0.00
N8 22.155 0.919 28.082  0.00
S3 19.917 0.320 23.481  0.00
O12 18.032 0.395 19.466  0.00
H38 16.143 2.707 27.279  0.00
O13 21.681 1.302 19.474  0.00
O14 14.595 0.894 28.298  0.00
H39 18.617 2.370 19.768  0.00
H40 20.753 -6.833 16.735  0.00
C19 23.150 -4.570 22.676  0.00
O15 17.323 1.587 25.947  0.00
H41 19.989 -4.918 20.201  0.00
H42 18.777 0.081 19.982  0.00
C20 20.945 -5.920 16.173  0.00
C21 19.264 4.339 22.621  0.00
H43 20.493 -4.209 23.967  0.00
O16 17.470 3.251 23.819  0.00
H44 19.258 3.819 24.472  0.00
H45 14.060 0.107 28.427  0.00
H46 22.295 3.116 25.913  0.00
H47 22.009 0.663 20.112  0.00
H48 22.770 -7.265 17.366  0.00
F5 18.226 0.542 29.883  0.00
H49 13.209 0.135 21.802  0.00
F6 20.931 -0.922 21.206  0.00
O17 18.893 1.128 22.836  0.00
H50 23.983 -6.062 17.799  0.00
O18 16.966 1.942 16.890  0.00
H51 18.769 -5.438 17.794  0.00
H52 21.254 -1.182 26.797  0.00
O19 17.143 -6.030 20.454  0.00
O20 22.831 -4.995 21.612  0.00
H53 16.732 1.020 17.018  0.00
H54 16.618 -0.414 22.199  0.00
N9 19.236 -5.517 22.423  0.00
O21 21.213 0.989 23.638  0.00
H55 19.297 -3.269 20.038  0.00
H56 14.622 -1.253 22.823  0.00
H57 16.144 -3.209 21.115  0.00
H58 19.372 5.224 21.993  0.00
O22 15.422 0.470 20.809  0.00
F7 18.884 -1.635 21.867  0.00
C22 20.455 -2.474 17.707  0.05
H59 23.740 -3.830 16.071  0.00
Li1 18.922 0.201 26.501  0.00
O23 19.218 -3.112 29.478  0.00
H60 22.065 -3.547 15.442  0.00
H61 21.287 -1.880 18.088  0.00
H62 14.830 -0.016 24.127  0.00
C23 21.646 1.601 27.086  0.00
H63 14.812 0.097 26.449  0.00
C24 22.818 -4.287 15.713  0.05
N10 21.733 -4.604 18.070  0.61
C25 18.120 -0.781 30.145  0.00
F8 18.593 -1.024 31.375  0.00
H64 19.604 -1.883 18.046  0.01
N11 18.606 -1.392 27.373  0.00
H65 23.043 1.148 28.504  0.00
H66 19.700 3.540 22.021  0.00
C26 23.614 2.776 19.702  0.00
N12 23.323 -3.317 22.991  0.00
C27 20.100 -3.940 19.733  0.01
H67 17.505 5.274 23.206  0.00
C28 23.241 -6.335 17.048  0.02
C29 19.296 -4.601 17.337  0.00
H68 23.317 2.806 27.186  0.00
F9 16.954 -1.199 25.158  0.00
O24 16.427 -2.599 27.920  0.00
O25 26.344 2.940 22.154  0.00
H69 24.140 -0.947 25.012  0.00
H70 16.234 1.256 22.481  0.00
H71 23.815 -4.854 24.524  0.00
H72 18.838 -5.597 15.559  0.00
H73 23.811 -6.503 16.135  0.00
H74 21.880 2.773 20.930  0.00
H75 22.967 -2.594 22.383  0.00

Calculated values
2S+1: 2
Net charge: 0
Frontier orbital gap (spin up / spin down): 0.3129 / 0.1625 Eh
Lowest unoccupied orbital energy (spin up / spin down): -0.0091 / -0.1595 Eh

# 6
Molecular formula: C2H3F3S
Method: DFT, ωB97M-V/def2-TZVPD

Each line ends with the natural charge from an NBO analysis.
Cartesian coordinates (Å):
S1 2.757 0.583 -0.397  -0.29
F1 -0.718 -1.407 1.545  -0.32
F2 -1.324 0.630 -1.254  -0.29
F3 -0.454 1.117 0.564  -0.29
H1 -1.773 -1.968 0.042  0.21
H2 1.514 0.086 -0.680  0.14
C1 -1.078 0.160 -0.066  0.66
C2 -1.286 -1.040 0.385  0.04
H3 2.360 1.840 -0.140  0.15

Calculated values
Net charge: 0
SMILES string: FC=C(F)F.S
Energy above the lowest of the compared OMol25 structures with the same formula, charge and spin: 230.7 kJ/mol
Frontier orbital gap: 0.3850 Eh
Lowest unoccupied orbital energy: 0.0275 Eh